No. 1
DFT (the ωB97M-V functional and the def2-TZVPD basis) results for one molecule with the formula C4H8BN in a non-equilibrium geometry.

As for the LUMO energy: -0.20 eV. The maximum force is 3.6 eV/A. The energy above the lowest of the compared OMol25 structures with the same formula, charge and spin is 2.5602 eV. As for the SMILES: BC(C)(C)C#N. The calculation puts the highest occupied orbital energy at -11.035 eV. For the electronic energy, the calculation gives -6442.009 eV.

Structure (XYZ):
```
14
Properties=species:S:1:pos:R:3:nbo_charge:R:1
H -0.07 -0.99 -1.76 0.221
H 0.11 1.73 1.94 -0.059
N 2.72 -0.11 -0.05 -0.294
H -0.21 0.72 -2.17 0.222
C -0.48 -0.03 -1.47 -0.572
H -1.64 -0.94 0.97 0.221
C 0.11 0.05 0.07 -0.465
B 0.19 1.49 0.77 0.466
H -1.66 0.19 -1.34 0.218
C 1.57 -0.01 0.02 0.257
C -0.51 -1.13 0.87 -0.585
H 0.04 -1.30 1.77 0.226
H -0.33 -2.07 0.39 0.214
H 0.15 2.41 0.00 -0.070
```

=====

No. 2
DFT (the ωB97M-V functional and the def2-TZVPD basis) results for C6H7O2 as an isolated structure in a non-equilibrium geometry.

As for the net charge: -1. As for the LUMO energy: 3.79 eV. The maximum force is 4.6 eV/A. The energy above the lowest of the compared OMol25 structures with the same formula, charge and spin is 2.7170 eV. The calculation puts the highest occupied orbital energy at -0.804 eV. For the electronic energy, the calculation gives -10427.822 eV.

Structure (XYZ):
```
15
Properties=species:S:1:pos:R:3:nbo_charge:R:1
H -0.12 -1.50 1.33 0.186
H -1.48 2.17 0.14 0.127
H -0.77 -2.69 -0.94 0.159
C -0.35 -0.56 -1.16 -0.215
C -0.87 -1.07 0.73 -0.457
H 0.32 2.26 0.01 0.183
H -0.31 -0.29 -2.24 0.155
O 2.44 -0.12 1.03 -0.575
H -1.89 -0.98 1.12 0.175
H -0.37 1.53 1.39 0.202
C -0.33 0.21 -0.04 -0.298
O 2.64 0.75 -1.08 -0.578
C -0.49 1.64 0.38 -0.625
C 2.37 0.33 -0.04 1.034
C -0.79 -1.70 -0.65 -0.473
```

=====

No. 3
DFT (the ωB97M-V functional and the def2-TZVPD basis) results for a 7-piece molecular cluster, C37H87BNO8S8 overall in a non-equilibrium geometry.

As for the net charge: -1. As for the LUMO energy: 1.37 eV. The maximum force is 4.0 eV/A. The energy above the lowest of the compared OMol25 structures with the same formula, charge and spin is 12.3464 eV. The calculation puts the highest occupied orbital energy at -3.314 eV. For the electronic energy, the calculation gives -144993.220 eV.

Structure (XYZ):
```
142
Properties=species:S:1:pos:R:3:mulliken_charge:R:1
O 4.01 -5.07 1.85 -0.607
S -5.14 5.04 0.97 0.714
H 1.38 -5.61 3.11 0.243
H -2.66 -0.75 0.90 0.059
H -7.28 5.20 2.07 0.350
H 4.33 -2.06 0.72 -0.087
H -6.16 6.51 2.58 0.243
H -0.04 0.19 -5.34 0.199
H -5.19 9.64 5.46 0.312
H 7.25 -3.94 -1.04 0.157
H -5.41 11.29 4.83 0.376
O 1.13 -1.44 -4.24 -0.646
C 0.01 1.25 5.98 -0.500
C 4.36 -3.71 4.13 -1.021
H 3.81 -3.15 4.88 0.395
B 1.58 -2.75 -4.80 1.089
H 3.17 -0.58 0.86 0.256
O 1.17 -2.83 -6.24 -0.767
H 6.97 -6.31 2.95 0.043
C -5.49 10.22 4.59 -0.942
H -1.28 0.73 1.79 0.075
C -1.66 -0.89 6.04 -0.582
C 6.51 -3.11 -0.68 -0.677
H -1.51 -6.16 3.55 0.205
H 8.56 -6.52 3.74 0.317
H 0.70 3.81 2.56 0.332
H -3.19 2.36 2.14 0.144
H 5.42 -3.56 -0.52 0.211
H 6.87 -2.79 0.41 0.169
H 2.64 1.66 -6.78 0.336
C 0.09 3.19 3.36 -0.144
C -1.71 -2.14 -2.25 -0.855
H 2.72 -3.04 -4.74 -0.351
H -1.15 -2.38 -0.05 -0.094
H 4.94 1.37 -5.92 0.346
H -3.21 0.80 -8.76 0.244
H 0.37 4.83 4.98 0.255
N 5.13 -1.32 -2.10 0.120
H 7.81 -7.89 2.86 0.355
H -1.04 3.31 6.33 0.333
H -0.20 1.94 0.79 0.283
S 4.89 -1.05 -5.03 0.004
H -0.04 -1.54 -7.35 0.073
H -5.12 11.92 2.32 0.389
H -3.29 -6.38 3.69 0.389
H -2.09 3.21 4.08 0.123
C -2.42 -0.49 -0.21 -0.539
H 4.79 -4.62 4.57 0.299
H -1.43 -2.79 -4.86 0.265
H -6.52 9.98 4.32 0.296
S -5.37 0.42 -7.76 0.413
O -4.74 0.15 -6.42 -0.515
H -3.61 -4.23 2.26 0.427
H -3.39 -0.72 -0.84 0.400
H -2.78 -2.62 -2.05 0.314
H 5.06 0.30 -0.55 0.302
C -5.95 6.11 -0.25 -0.989
O 8.80 -4.77 1.36 -0.569
H 7.81 -6.55 -0.79 0.306
H -5.95 4.86 3.21 0.296
H 1.84 3.64 4.92 0.303
C 6.51 -1.74 -1.59 -0.343
S 8.79 -6.27 1.37 0.447
H -4.55 1.44 -9.77 0.358
H 7.39 -7.90 0.30 0.385
H 6.95 -0.84 -0.97 0.294
S -2.60 -4.20 4.44 0.493
C 7.50 -6.82 0.23 -0.725
H -0.54 -1.28 6.09 0.201
C 4.40 0.34 -6.18 -0.745
S -4.38 9.82 3.22 0.418
H 5.17 -3.09 3.73 0.311
H 7.19 -1.96 -2.53 0.300
H -4.27 -1.50 -8.72 0.278
H -3.16 1.67 -0.26 0.167
C -1.23 -1.46 -0.80 0.122
C 0.09 -0.99 -5.21 -0.272
C 0.67 3.69 4.83 -0.799
H 0.50 0.82 5.01 0.247
H 2.30 0.69 -5.20 0.120
H 6.56 -6.32 0.46 0.121
C -6.25 5.45 2.34 -0.878
C -1.30 1.67 1.07 -0.380
C 7.94 -6.80 2.88 -0.657
H -1.83 -4.07 2.16 0.261
H -1.31 -0.04 -3.31 -0.060
H 3.51 0.06 -1.70 0.228
H -2.36 3.69 0.98 0.125
H -2.26 -6.46 5.14 0.343
C 0.86 -1.43 -6.58 0.316
H 2.70 -6.00 4.23 0.361
H -0.17 -0.97 -0.86 0.162
H 2.80 -1.18 -7.79 0.237
H -2.24 -1.32 5.11 -0.034
S 6.04 1.15 -3.14 -0.264
O -4.65 8.40 2.83 -0.528
S 3.25 -4.16 2.77 0.617
C 3.62 -1.37 0.09 -0.542
C -1.43 -1.63 -4.95 -0.426
C -5.19 10.88 2.00 -0.950
H -1.59 1.47 -1.30 0.204
C -1.91 -1.05 -3.45 0.020
H -0.98 -3.03 -2.57 0.274
C -5.29 -1.12 -8.71 -0.911
C -2.73 -3.75 2.70 -0.626
H -5.87 7.15 0.07 0.292
H -4.03 2.32 -8.31 0.313
H -5.63 -0.93 -9.73 0.364
H 0.71 3.14 7.07 0.322
C 5.37 -0.43 -3.33 -0.044
C -2.39 -5.98 4.17 -0.920
H 0.97 -3.51 -4.10 -0.420
H 1.66 -4.58 4.53 0.363
H -4.68 10.76 1.04 0.310
H -6.24 10.59 1.89 0.293
C 2.75 0.58 -6.27 -0.254
H -2.10 1.26 5.13 -0.073
H 1.50 0.13 -8.15 0.281
H -5.94 -1.85 -8.24 0.312
C 4.37 -0.50 -1.08 -0.426
H 0.41 2.07 3.23 0.057
H -2.83 -2.67 2.62 0.023
C 2.00 -0.48 -7.26 -0.698
H -1.57 4.70 2.98 0.207
H -3.06 -0.82 -3.56 0.295
C -4.17 1.33 -8.76 -0.869
C -2.10 1.12 -0.30 -0.346
H -2.13 1.18 7.02 0.283
C -1.49 3.52 3.12 -0.388
C -2.17 2.85 1.79 -0.305
O -1.30 -3.67 4.95 -0.538
H -7.00 5.82 -0.36 0.304
C -1.58 0.76 6.06 -0.093
C 0.03 2.89 6.11 -0.621
H -5.44 5.98 -1.21 0.325
H 2.70 -2.01 -0.28 0.216
C 2.14 -5.19 3.76 -0.974
H 4.81 0.05 -7.27 0.319
O -5.41 3.62 0.58 -0.626
H -2.19 -1.35 -5.80 0.001
H -2.24 -1.26 7.00 0.225
H 0.55 0.74 6.90 0.348
```

=====

No. 4
DFT (the ωB97M-V functional and the def2-TZVPD basis) results for one molecule with the formula C4H6O2 in a non-equilibrium geometry.

As for the LUMO energy: 0.08 eV. The maximum force is 4.2 eV/A. The energy above the lowest of the compared OMol25 structures with the same formula, charge and spin is 2.7183 eV. As for the SMILES: CC(=O)CC=O. The calculation puts the highest occupied orbital energy at -9.378 eV. For the electronic energy, the calculation gives -8337.743 eV.

Structure (XYZ):
```
12
Properties=species:S:1:pos:R:3:nbo_charge:R:1
O -1.30 -0.98 -0.65 -0.530
C -0.85 -0.06 -0.01 0.551
C -0.89 1.00 -1.20 -0.657
H 0.01 -1.62 1.14 0.258
H -1.87 1.47 -1.23 0.235
O 2.43 0.34 1.11 -0.497
H 1.78 -0.83 -0.41 0.115
H -0.07 1.66 -1.02 0.200
C 0.18 -0.53 1.11 -0.591
H -0.73 0.52 -2.20 0.236
C 1.58 -0.32 0.56 0.436
H 0.15 -0.13 2.13 0.245
```